ORCA calculation (ωB97M-V/def2-TZVPD) on a molecular structure, C25H44N2O4SiTi.

Geometry as ORCA input:
```
! RIJCOSX wB97M-V def2-TZVPD def2/J DEFGRID3
* xyz 2 1
C -4.135 0.159 0.156
C -4.532 1.489 -0.548
H -3.809 -0.602 -0.567
H -5.017 -0.258 0.669
H -3.368 0.309 0.924
H -4.005 1.674 -1.493
H -5.602 1.435 -0.789
H -4.376 2.367 0.090
C 0.182 -2.801 -0.186
C 1.170 -3.779 -0.161
C 2.431 -3.505 -0.701
C 2.694 -2.260 -1.256
H -0.856 -2.973 0.112
H 0.935 -4.766 0.258
H 3.207 -4.275 -0.695
H 3.639 -2.000 -1.730
N 0.479 -1.542 -0.640
C 1.723 -1.261 -1.162
C 1.984 0.120 -1.540
N 1.119 1.046 -1.019
C 1.262 2.376 -1.270
C 3.252 1.915 -2.536
C 2.342 2.833 -2.003
H 0.468 3.024 -0.900
H 2.442 3.908 -2.169
C 3.058 0.548 -2.328
H 3.709 -0.208 -2.778
H 4.101 2.266 -3.123
Ti -0.455 0.213 -0.125
C -1.593 1.356 -1.266
H -1.401 1.429 -2.333
H -1.798 2.347 -0.841
H -2.414 0.664 -1.045
C -1.191 -3.140 4.193
C -1.891 -1.816 3.909
C -2.432 -1.767 2.490
C -3.000 -1.532 4.921
O -0.893 -0.697 4.061
Si 0.247 0.087 3.191
O -0.341 0.445 1.679
O 0.633 1.493 3.967
C -0.308 2.150 4.893
C -1.640 2.354 4.182
C -0.469 1.298 6.149
C 0.326 3.484 5.276
O 1.545 -0.919 3.080
C 2.970 -0.530 3.189
C 3.299 0.472 2.087
C 3.234 0.058 4.570
C 3.788 -1.803 3.025
H -1.915 -3.956 4.046
H -0.842 -3.183 5.231
H -0.344 -3.295 3.510
H -3.292 -2.444 2.380
H -2.781 -0.753 2.256
H -1.657 -2.084 1.777
H -2.637 -1.624 5.953
H -3.449 -0.539 4.774
H -3.797 -2.274 4.783
H -2.185 1.407 4.055
H -2.254 3.011 4.815
H -1.503 2.841 3.209
H 0.506 1.167 6.643
H -1.156 1.801 6.850
H -0.892 0.313 5.914
H 1.255 3.330 5.844
H 0.531 4.097 4.389
H -0.377 4.017 5.930
H 2.683 1.377 2.166
H 4.354 0.761 2.181
H 3.154 0.023 1.098
H 2.940 -0.657 5.354
H 4.310 0.265 4.676
H 2.697 1.004 4.702
H 3.591 -2.528 3.823
H 3.618 -2.280 2.054
H 4.851 -1.545 3.087
*
```

Calculated values
- strongest force on any atom (hartree/bohr) = 0.068
- HOMO (Ha) = -0.5443
- LUMO energy (eV) = -8.10